C5H9NO | wB97M-V/def2-TZVPD

```
16
C5H9NO (wB97M-V/def2-TZVPD)
C 1.868 0.417 -0.154
C 0.425 -0.014 0.022
C 0.256 -1.203 0.951
C -1.581 1.175 0.263
N -1.588 0.502 -0.979
C -0.438 -0.194 -1.168
O -0.133 -1.039 -1.982
H 2.528 -0.440 -0.396
H 2.238 0.820 0.791
H 2.009 1.155 -0.947
H 0.414 -0.857 1.974
H 0.968 -2.026 0.769
H -0.750 -1.627 0.865
H -1.719 0.622 1.184
H -2.228 2.081 0.249
H -2.339 0.503 -1.655
```

The value obtained for the relative energy (zero: lowest compared OMol25 entry of this formula, charge and spin) is 87.2 kcal/mol. For the LUMO energy (spin up / spin down), the calculation gives 0.00256 / 0.01260 hartree. The calculation puts the max |F| at 0.022 hartree/bohr. For the total energy, the calculation gives -325.79852 hartree. As for the molar mass: 99.13 u. The calculation puts the HOMO energy (spin up / spin down) at -7.988 / -8.305 eV. The charge is 0. The gap between HOMO and LUMO (spin up / spin down) comes out at 8.1 / 8.6 eV.

Löwdin population analysis, charges in e, atoms 1 to 5: C -0.0536; C -0.2355; C -0.0658; C 0.0101; N 0.0179

=====

C34H68F15N6O12S5 | wB97M-V/def2-TZVPD

```
140
C34H68F15N6O12S5 (wB97M-V/def2-TZVPD)
C -0.215 -2.008 -0.540
F -1.232 -2.731 -0.033
F 0.086 -1.017 0.293
F 0.780 -2.898 -0.712
S -0.877 -1.105 -2.126
O -1.180 -2.105 -3.200
O -2.130 -0.386 -1.729
O 0.229 -0.221 -2.585
C 2.762 -5.368 -4.159
N 2.168 -6.626 -4.753
C 3.388 -7.518 -5.179
C 1.389 -7.188 -3.656
C 1.199 -6.289 -5.971
C 1.921 -5.867 -7.287
O 2.495 -4.555 -7.173
H 3.251 -5.467 -3.190
H 1.984 -4.604 -4.146
H 3.523 -5.012 -4.852
H 4.179 -6.954 -5.672
H 2.870 -8.291 -5.748
H 3.833 -7.922 -4.270
H 0.572 -6.471 -3.578
H 1.966 -7.248 -2.733
H 0.878 -8.124 -3.882
H 0.527 -5.523 -5.583
H 0.480 -7.096 -6.108
H 1.185 -6.065 -8.066
H 2.817 -6.398 -7.607
H 3.185 -4.451 -7.832
C -1.090 9.135 0.593
C -1.632 7.783 0.160
C -1.689 7.622 -1.418
N -2.190 6.265 -1.893
C -1.140 5.149 -1.629
C -2.512 6.398 -3.381
C -3.693 5.425 -3.553
C -4.070 4.889 -2.162
C -3.465 5.806 -1.171
H -1.220 9.422 1.637
H -1.578 9.845 -0.075
H -0.016 9.273 0.476
H -2.673 7.875 0.470
H -1.042 7.009 0.652
H -0.660 7.666 -1.774
H -2.318 8.392 -1.867
H -0.381 5.442 -2.354
H -1.403 4.098 -1.745
H -0.749 5.361 -0.634
H -1.647 6.223 -4.020
H -2.833 7.387 -3.707
H -3.439 4.596 -4.213
H -4.536 5.999 -3.940
H -3.674 3.890 -1.980
H -5.135 4.928 -1.930
H -3.446 5.434 -0.146
H -4.189 6.618 -1.109
C -4.805 0.742 3.310
C -4.299 -0.426 4.167
C -5.515 -1.077 5.037
N -5.249 -2.453 5.634
C -4.935 -3.347 4.381
C -4.062 -2.573 6.668
C -4.649 -2.124 8.003
C -6.238 -2.283 7.812
C -6.416 -2.963 6.466
H -5.541 0.423 2.572
H -4.009 1.181 2.708
H -5.256 1.467 3.988
H -3.531 -0.180 4.900
H -3.823 -1.078 3.435
H -6.431 -0.987 4.452
H -5.569 -0.464 5.936
H -5.655 -3.119 3.595
H -4.917 -4.397 4.675
H -3.967 -3.021 4.001
H -3.759 -3.613 6.788
H -3.257 -1.920 6.329
H -4.308 -2.722 8.849
H -4.386 -1.101 8.270
H -6.671 -2.933 8.572
H -6.774 -1.338 7.898
H -6.504 -4.049 6.494
H -7.400 -2.855 6.011
C 3.036 4.265 -8.964
C 4.256 3.832 -8.153
C 4.170 2.359 -7.575
N 5.344 1.981 -6.675
C 6.695 1.822 -7.480
C 5.133 0.554 -6.109
C 5.750 0.513 -4.770
C 5.361 1.884 -4.248
C 5.349 2.850 -5.398
H 2.229 4.407 -8.245
H 2.816 3.472 -9.678
H 3.171 5.119 -9.628
H 4.581 4.600 -7.451
H 5.073 3.955 -8.865
H 4.009 1.587 -8.327
H 3.267 2.361 -6.964
H 7.536 1.440 -6.901
H 6.839 2.805 -7.930
H 6.631 1.128 -8.317
H 5.597 -0.214 -6.727
H 4.051 0.516 -5.989
H 6.832 0.389 -4.824
H 5.391 -0.403 -4.303
H 5.916 2.307 -3.410
H 4.388 1.732 -3.782
H 6.282 3.412 -5.428
H 4.491 3.518 -5.476
C -0.042 -9.210 8.956
F -0.367 -9.546 10.163
F 1.072 -9.928 8.584
F -0.989 -9.695 8.182
S 0.173 -7.264 8.702
O -1.215 -6.752 8.927
O 1.197 -6.829 9.629
N 0.773 -7.161 7.106
S 1.481 -5.864 7.062
O 0.820 -4.779 7.825
O 2.910 -5.804 7.287
C 1.402 -5.455 5.163
F 2.142 -6.330 4.397
F 0.174 -5.313 4.842
F 2.085 -4.304 4.991
C 2.273 2.693 3.435
F 3.172 1.728 3.688
F 2.986 3.831 3.616
F 1.878 2.736 2.144
S 0.668 2.620 4.483
O -0.335 3.250 3.629
O 0.440 1.225 4.727
N 1.172 3.505 5.869
S -0.088 4.330 6.151
O -0.407 5.457 5.255
O -1.233 3.531 6.433
C 0.423 5.253 7.771
F 0.270 4.491 8.852
F 1.641 5.786 7.671
F -0.357 6.399 7.915
```

The value obtained for the relative energy (zero: lowest compared OMol25 entry of this formula, charge and spin) is 0.0 kcal/mol. For the LUMO energy, the calculation gives -0.10718 hartree. The calculation puts the max |F| at 0.157 hartree/bohr. For the total energy, the calculation gives -6055.90539 hartree. As for the molar mass: 1198.25 u. The calculation puts the HOMO energy at -8.323 eV. The charge is +1. The gap between HOMO and LUMO comes out at 5.4 eV.

Löwdin population analysis, charges in e, atoms 1 to 5: C -0.6369; F 0.0976; F 0.1301; F 0.1073; S 0.5231

=====

C4H8NO3P | wB97M-V/def2-TZVPD

```
17
C4H8NO3P (wB97M-V/def2-TZVPD)
C 0.609 0.117 0.194
C 1.811 -1.724 0.358
C 2.766 -0.495 0.175
C -2.799 1.728 -0.126
N 0.513 -1.108 0.448
O -0.403 1.035 0.219
O 1.847 0.558 -0.133
O -1.520 0.016 -1.895
P -1.695 0.400 -0.498
H 1.857 -2.395 -0.569
H 1.977 -2.362 1.270
H 3.185 -0.405 1.264
H 3.627 -0.679 -0.587
H -3.814 1.404 -0.662
H -2.779 2.648 -0.702
H -2.877 1.880 1.019
H -2.308 -0.617 0.224
```

The value obtained for the relative energy (zero: lowest compared OMol25 entry of this formula, charge and spin) is 9.2 kcal/mol. For the LUMO energy, the calculation gives 0.03244 hartree. The calculation puts the max |F| at 0.064 hartree/bohr. For the total energy, the calculation gives -779.04332 hartree. As for the molar mass: 149.09 u. The calculation puts the HOMO energy at -9.757 eV. The charge is 0. The gap between HOMO and LUMO comes out at 10.6 eV.

Löwdin population analysis, charges in e, atoms 1 to 5: C -0.5155; C -0.1877; C -0.1393; C -0.2135; N 0.0944

=====

C34H32CsN4PS3 | wB97M-V/def2-TZVPD

```
75
C34H32CsN4PS3 (wB97M-V/def2-TZVPD)
Cs -0.364 0.651 -1.178
C -2.874 -1.303 0.219
C -2.001 -0.921 1.419
N -1.888 0.665 1.449
C -0.936 1.137 2.446
C -0.831 0.547 3.648
S -1.870 -0.715 4.198
C -0.247 2.410 2.181
C 0.112 3.310 3.144
S 0.902 4.650 2.441
C 0.688 3.956 0.892
N 0.081 2.808 0.899
C 1.170 4.621 -0.358
H -2.304 -1.444 -0.704
H -3.686 -0.593 0.056
H -3.315 -2.274 0.444
H -0.105 0.910 4.365
H -0.091 3.264 4.200
H 1.572 5.612 -0.151
H 0.340 4.714 -1.062
H 1.951 4.020 -0.828
C 3.333 -4.090 4.107
C 2.266 -3.319 4.547
C 1.492 -2.614 3.637
C 1.768 -2.672 2.271
C 2.837 -3.453 1.839
C 3.614 -4.156 2.750
P 0.773 -1.630 1.138
C 0.983 -2.539 -0.472
C 0.079 -3.486 -0.945
C 0.234 -4.041 -2.209
C 1.289 -3.655 -3.024
C 2.196 -2.707 -2.569
C 2.036 -2.153 -1.306
C -0.918 -1.928 1.608
C -1.345 -3.139 2.141
C -2.580 -3.616 2.641
C -3.827 -2.994 2.892
C -4.088 -1.646 2.865
C -5.342 -0.953 2.973
C -5.480 0.369 2.680
C -4.376 1.144 2.115
C -3.173 0.578 2.170
C -2.930 -0.775 2.679
H 3.936 -4.645 4.815
H 2.025 -3.271 5.601
H 0.641 -2.041 3.986
H 3.064 -3.532 0.783
H 4.436 -4.764 2.394
H -0.759 -3.777 -0.323
H -0.477 -4.779 -2.560
H 1.402 -4.087 -4.011
H 3.021 -2.396 -3.197
H 2.746 -1.409 -0.955
H -0.575 -3.907 2.189
H -2.554 -4.674 2.879
H -4.644 -3.664 3.152
H -6.216 -1.517 3.288
H -6.448 0.842 2.777
H -4.566 2.073 1.591
C 1.617 2.755 -6.994
N 1.742 3.797 -6.003
C 2.702 4.881 -6.170
C 2.449 5.723 -4.920
N 1.915 4.711 -4.017
C 1.385 3.670 -4.711
S 0.440 2.463 -4.050
H 1.405 3.204 -7.964
H 0.800 2.099 -6.709
H 2.539 2.170 -7.065
H 2.520 5.427 -7.095
H 3.723 4.483 -6.191
H 1.713 6.509 -5.115
H 3.358 6.174 -4.529
H 1.512 4.932 -3.123
```

The value obtained for the relative energy (zero: lowest compared OMol25 entry of this formula, charge and spin) is 69.5 kcal/mol. For the LUMO energy, the calculation gives -0.00586 hartree. The calculation puts the max |F| at 0.004 hartree/bohr. For the total energy, the calculation gives -3089.81064 hartree. As for the molar mass: 756.74 u. The calculation puts the HOMO energy at -5.283 eV. The charge is 0. The gap between HOMO and LUMO comes out at 5.1 eV.

Löwdin population analysis, charges in e, atoms 1 to 5: Cs 0.9345; C -0.0332; C -0.4264; N -0.0085; C -0.2911

=====

C5H7NO | wB97M-V/def2-TZVPD

```
14
C5H7NO (wB97M-V/def2-TZVPD)
C 1.988 -0.033 -0.156
C 1.030 0.142 0.776
C 0.025 -0.791 1.014
C -1.027 0.042 0.495
N -1.435 -0.531 -0.762
C -0.707 1.366 0.473
O 0.561 1.471 0.996
H -0.418 -0.590 -1.234
H 2.396 -1.030 -0.253
H 2.554 0.851 -0.377
H 0.170 -1.823 0.672
H -1.859 -1.459 -0.605
H -2.010 0.123 -1.299
H -1.268 2.261 0.260
```

The value obtained for the relative energy (zero: lowest compared OMol25 entry of this formula, charge and spin) is 152.3 kcal/mol. For the LUMO energy (spin up / spin down), the calculation gives -0.00465 / -0.00463 hartree. The calculation puts the max |F| at 0.047 hartree/bohr. For the total energy, the calculation gives -324.48178 hartree. As for the molar mass: 97.12 u. The calculation puts the HOMO energy (spin up / spin down) at -6.045 / -6.044 eV. The charge is 0. The gap between HOMO and LUMO (spin up / spin down) comes out at 5.9 / 5.9 eV.

Löwdin population analysis, charges in e, atoms 1 to 5: C 0.0177; C -0.4233; C -0.1001; C -0.3525; N 0.1627

=====

C7H10 | wB97M-V/def2-TZVPD

```
17
C7H10 (wB97M-V/def2-TZVPD)
C 1.775 0.723 0.718
C 1.477 -0.680 0.375
C 0.661 -0.792 -0.897
C -0.585 -0.200 -0.069
C -2.139 -0.254 0.084
C -1.485 0.770 -0.783
C 0.392 -0.003 1.140
H 1.647 1.508 -0.026
H 2.742 0.860 1.239
H 2.068 -1.469 0.820
H 0.884 -1.725 -1.437
H 0.930 0.025 -1.583
H -2.787 -1.015 -0.357
H -2.582 0.151 1.007
H -1.547 0.563 -1.851
H -1.488 1.823 -0.521
H 0.036 -0.285 2.141
```

As for the SMILES: C1[C@@H]2CC3(CC3)[C@H]12. The value obtained for the relative energy (zero: lowest compared OMol25 entry of this formula, charge and spin) is 89.6 kcal/mol. For the LUMO energy, the calculation gives 0.04445 hartree. The calculation puts the max |F| at 0.029 hartree/bohr. For the total energy, the calculation gives -272.57515 hartree. As for the molar mass: 94.16 u. The calculation puts the HOMO energy at -8.977 eV. The charge is 0. The gap between HOMO and LUMO comes out at 10.2 eV.

Löwdin population analysis, charges in e, atoms 1 to 5: C -0.0526; C -0.3112; C -0.0642; C -0.3045; C -0.0776

=====

C4H7NO | wB97M-V/def2-TZVPD

```
13
C4H7NO (wB97M-V/def2-TZVPD)
C 2.205 -0.591 -0.284
C 0.439 -0.078 -0.001
C -0.302 1.320 -0.378
C -0.476 -1.107 0.466
N 1.688 -0.050 0.761
O 1.226 -0.661 -1.170
H 3.213 -1.105 -0.419
H -0.564 1.182 -1.415
H 0.393 2.280 -0.344
H -1.175 1.523 0.252
H -1.288 -1.036 -0.090
H -0.792 -0.997 1.431
H 0.131 -2.041 0.468
```

The value obtained for the relative energy (zero: lowest compared OMol25 entry of this formula, charge and spin) is 62.2 kcal/mol. For the LUMO energy, the calculation gives 0.03826 hartree. The calculation puts the max |F| at 0.094 hartree/bohr. For the total energy, the calculation gives -286.53259 hartree. As for the molar mass: 85.11 u. The calculation puts the HOMO energy at -9.979 eV. The charge is 0. The gap between HOMO and LUMO comes out at 11.0 eV.

Löwdin population analysis, charges in e, atoms 1 to 5: C -0.2662; C -0.5117; C 0.0126; C -0.0171; N 0.1368

=====

C6H8NO | wB97M-V/def2-TZVPD

```
16
C6H8NO (wB97M-V/def2-TZVPD)
C -1.369 -1.273 0.008
C 1.914 -0.070 -0.712
C 1.997 0.072 0.761
C -0.406 1.034 0.024
C -1.805 0.034 0.079
C 0.613 -0.144 0.049
N -0.039 -1.354 -0.035
O -3.008 0.507 0.055
H -2.100 -2.124 -0.127
H 2.012 0.812 -1.362
H 2.256 -0.969 -1.031
H 2.523 -0.743 1.360
H 1.886 1.066 1.301
H -0.493 1.313 -1.055
H -0.166 1.827 0.723
H -3.814 0.011 -0.037
```

The value obtained for the relative energy (zero: lowest compared OMol25 entry of this formula, charge and spin) is 32.8 kcal/mol. For the LUMO energy (spin up / spin down), the calculation gives -0.22642 / -0.22643 hartree. The calculation puts the max |F| at 0.083 hartree/bohr. For the total energy, the calculation gives -363.04498 hartree. As for the molar mass: 110.14 u. The calculation puts the HOMO energy (spin up / spin down) at -14.662 / -14.662 eV. The charge is +1. The gap between HOMO and LUMO (spin up / spin down) comes out at 8.5 / 8.5 eV.

Löwdin population analysis, charges in e, atoms 1 to 5: C -0.0321; C -0.0302; C 0.0091; C 0.0944; C -0.1262

=====

> Which value of max |F| does entry 5 give?

0.047 hartree/bohr